Entry 1:
Here is a molecular structure, C30H40BrCaF6N7O6S3 from the Open Molecules 2025 dataset. Energies are from the ωB97M-V functional and the def2-TZVPD basis.

Output
Highest occupied orbital energy   -8.22 eV
Kohn-Sham gap   8.5189 eV
LUMO level   0.299 eV
Energy above the lowest of the compared OMol25 structures with the same formula, charge and spin   79.8 kJ/mol
Electronic energy   -7047.50517 Eh

The geometry in ORCA input format:
```
! RIJCOSX wB97M-V def2-TZVPD def2/J DEFGRID3
* xyz 0 1
Ca 1.17 0.38 0.42
C -1.84 -4.63 -0.60
C -2.09 -3.18 -0.26
C -2.11 -2.21 -1.27
C -1.62 -2.54 -2.66
C -2.59 -0.93 -0.98
C -2.77 0.09 -2.08
C -2.96 -0.60 0.33
C -3.52 0.77 0.61
C -2.84 -1.54 1.35
C -3.21 -1.15 2.76
C -2.39 -2.83 1.06
C -2.21 -3.84 2.17
H -2.54 -5.27 -0.06
H -0.84 -4.97 -0.32
H -1.98 -4.83 -1.66
H -2.44 -2.81 -3.34
H -0.92 -3.37 -2.66
H -1.11 -1.68 -3.10
H -1.95 0.82 -2.09
H -3.70 0.64 -1.95
H -2.80 -0.37 -3.06
H -4.59 0.81 0.39
H -3.02 1.53 0.01
H -3.39 1.05 1.66
H -4.19 -0.68 2.79
H -2.50 -0.44 3.18
H -3.25 -2.01 3.43
H -3.17 -4.22 2.54
H -1.68 -3.40 3.01
H -1.63 -4.71 1.84
F 4.10 0.79 4.85
C 3.33 1.72 4.29
F 4.06 2.37 3.38
F 2.94 2.58 5.22
S 1.89 0.90 3.51
O 2.48 0.07 2.47
O 1.15 0.27 4.55
N 1.20 2.14 2.81
S -0.36 2.19 2.55
O -1.21 2.50 3.64
O -0.73 1.06 1.70
C -0.39 3.62 1.39
F 0.44 3.39 0.37
F -1.62 3.74 0.92
F -0.04 4.74 2.00
S 3.50 1.84 -0.41
C 4.43 0.55 0.20
N 4.22 -0.70 -0.23
C 4.88 -1.86 0.34
C 5.20 -1.58 1.80
C 6.02 -0.31 1.89
N 5.36 0.75 1.13
H 3.48 -0.81 -0.92
H 5.79 -2.10 -0.22
H 4.20 -2.70 0.25
H 5.76 -2.42 2.23
H 4.27 -1.47 2.36
H 7.03 -0.47 1.51
H 6.09 0.02 2.93
H 5.42 1.70 1.46
C 4.18 -5.96 -0.24
C 3.01 -5.84 -1.21
C 3.28 -4.84 -2.34
C 1.70 -5.53 -0.50
N 1.68 -4.25 0.21
C 1.40 -3.02 -0.23
N 1.64 -2.17 0.75
N 2.06 -2.92 1.80
N 2.11 -4.16 1.48
H 5.08 -6.26 -0.78
H 3.98 -6.71 0.53
H 4.39 -5.02 0.26
H 2.85 -6.82 -1.67
H 3.46 -3.83 -1.95
H 2.45 -4.79 -3.04
H 4.17 -5.13 -2.90
H 1.48 -6.29 0.25
H 0.88 -5.51 -1.22
H 1.04 -2.75 -1.20
Br 1.19 3.29 -3.58
C 1.32 1.61 -4.44
C 1.51 1.63 -5.82
C 1.64 0.45 -6.52
C 1.61 -0.77 -5.86
C 1.44 -0.78 -4.49
C 1.27 0.39 -3.75
C 1.05 0.26 -2.28
O 0.37 1.10 -1.66
O 1.56 -0.75 -1.69
H 1.55 2.59 -6.32
H 1.78 0.48 -7.60
H 1.72 -1.69 -6.40
H 1.43 -1.72 -3.94
*
```

Atomic partial charges in e from the Mulliken method, atoms 1 to 5: Ca 0.705; C -2.725; C 0.943; C 1.408; C -2.553

---

Entry 2:
Here is a molecular structure, C30H40BrGeN13O5Y at a distorted geometry from the Open Molecules 2025 dataset. Energies are from the ωB97M-V functional and the def2-TZVPD basis.

Output
Highest occupied orbital energy (spin up / spin down)   -7.90 / -7.90 eV
Kohn-Sham gap (spin up / spin down)   8.1478 / 4.8632 eV
LUMO level (spin up / spin down)   0.252 / -3.032 eV
Energy above the lowest of the compared OMol25 structures with the same formula, charge and spin   0.0 kJ/mol
Electronic energy   -6944.72178 Eh

The geometry in ORCA input format:
```
! RIJCOSX wB97M-V def2-TZVPD def2/J DEFGRID3
* xyz 0 2
Y -0.14 0.00 0.39
C 4.23 -0.40 2.36
C 2.73 -0.62 2.49
C 2.40 -2.10 2.52
C 2.20 0.10 3.72
O 2.07 -0.01 1.32
Ge 2.90 0.52 -0.20
O 2.36 -0.72 -1.33
C 3.09 -1.74 -2.05
C 4.42 -1.16 -2.50
C 3.29 -2.94 -1.13
C 2.22 -2.11 -3.24
O 1.58 1.69 -0.56
C 1.89 3.12 -0.70
C 2.31 3.65 0.66
C 0.61 3.78 -1.18
C 3.00 3.26 -1.72
H 4.74 -0.82 3.23
H 4.48 0.66 2.31
H 4.63 -0.91 1.47
H 2.79 -2.55 3.43
H 2.84 -2.62 1.67
H 1.33 -2.26 2.49
H 2.78 -0.17 4.59
H 1.16 -0.17 3.90
H 2.25 1.18 3.58
H 5.06 -0.91 -1.65
H 4.26 -0.26 -3.10
H 4.96 -1.88 -3.12
H 3.95 -2.68 -0.29
H 3.75 -3.76 -1.67
H 2.32 -3.27 -0.75
H 2.00 -1.23 -3.84
H 1.30 -2.57 -2.89
H 2.74 -2.84 -3.87
H 1.50 3.55 1.38
H 2.59 4.71 0.58
H 3.19 3.11 1.03
H -0.16 3.67 -0.42
H 0.28 3.32 -2.11
H 0.78 4.84 -1.35
H 3.95 2.86 -1.36
H 3.16 4.32 -1.94
H 2.73 2.76 -2.65
Br -4.91 -0.36 -2.33
C -4.09 -1.97 -1.70
C -4.90 -3.06 -1.43
C -4.26 -4.22 -1.03
C -2.88 -4.24 -0.91
C -2.19 -3.07 -1.17
N -2.79 -1.94 -1.56
C -0.68 -3.03 -1.01
O -0.03 -4.04 -1.26
O -0.19 -1.89 -0.67
H -5.97 -3.00 -1.55
H -4.84 -5.11 -0.80
H -2.33 -5.12 -0.60
N -1.25 0.03 4.05
C -1.12 1.25 3.42
N -1.43 2.41 3.97
N -1.17 3.32 3.02
N -0.74 2.74 1.96
N -0.67 1.40 2.17
C -1.37 -1.16 3.35
N -1.97 -2.22 3.86
N -1.89 -3.15 2.89
N -1.28 -2.68 1.86
N -0.92 -1.39 2.11
H -1.74 0.05 4.93
N -2.60 2.46 -0.71
C -2.02 1.91 -1.84
C -2.31 2.46 -3.09
C -1.73 1.90 -4.21
C -0.89 0.80 -4.06
C -0.65 0.34 -2.79
N -1.17 0.90 -1.69
C -3.19 1.75 0.34
C -4.14 2.41 1.13
C -4.78 1.69 2.11
C -4.51 0.33 2.24
C -3.53 -0.22 1.44
N -2.84 0.49 0.53
H -3.03 3.36 -0.86
H -3.00 3.28 -3.17
H -1.94 2.31 -5.19
H -0.44 0.31 -4.91
H 0.00 -0.51 -2.61
H -4.34 3.46 0.98
H -5.51 2.17 2.75
H -5.01 -0.28 2.98
H -3.27 -1.27 1.52
*
```

Atomic partial charges in e from the Mulliken method, atoms 1 to 5: Y 0.154; C -2.012; C 1.636; C -1.168; C -1.658

---

Entry 3:
Here is a molecular structure, C30H40F2N3O5PS at a distorted geometry from the Open Molecules 2025 dataset. Energies are from the ωB97M-V functional and the def2-TZVPD basis.

Output
Highest occupied orbital energy   -8.95 eV
Kohn-Sham gap   8.0287 eV
LUMO level   -0.919 eV
Electronic energy   -2646.87648 Eh

The geometry in ORCA input format:
```
! RIJCOSX wB97M-V def2-TZVPD def2/J DEFGRID3
* xyz 0 1
C 5.45 0.91 -1.23
C 5.20 2.41 -0.92
C 3.70 2.68 -0.70
C 3.36 4.17 -0.67
C 1.91 4.45 -0.15
C 0.93 3.56 -0.93
C -0.54 4.05 -0.88
C -1.39 3.30 -1.95
C -1.81 1.92 -1.47
C -1.15 0.74 -1.71
C 0.09 0.77 -2.60
C -0.20 0.00 -3.95
C -0.52 1.02 -5.08
N 0.60 1.23 -6.02
C -1.62 -0.55 -1.13
P -0.64 -2.08 -1.39
O -0.91 -2.71 -2.69
O -0.86 -3.16 -0.24
O 0.93 -1.73 -1.30
C -2.78 -0.58 -0.38
C -3.47 -1.79 0.23
O -4.27 -2.48 -0.72
O -3.48 -3.43 -1.41
C -3.46 0.66 -0.16
N -4.60 0.81 0.53
S -4.99 2.36 0.52
N -3.76 2.97 -0.37
C -3.01 1.92 -0.67
H 4.61 0.27 -0.91
H 6.34 0.56 -0.70
H 5.62 0.73 -2.29
H 5.78 2.69 -0.04
H 5.53 2.97 -1.80
H 3.35 2.20 0.22
H 3.18 2.17 -1.52
H 4.10 4.76 -0.12
H 3.36 4.52 -1.72
H 1.91 4.18 0.91
H 1.71 5.51 -0.31
H 0.95 2.54 -0.56
H 1.24 3.60 -1.99
H -0.61 5.13 -1.01
H -0.93 3.80 0.11
H -0.90 3.29 -2.92
H -2.29 3.92 -2.09
H 0.97 0.37 -2.09
H 0.33 1.78 -2.89
H 0.68 -0.60 -4.20
H -1.10 -0.60 -3.83
H -0.87 1.97 -4.66
H -1.38 0.62 -5.63
H 0.86 2.21 -5.98
H 1.40 0.69 -5.73
H -0.75 -2.81 0.65
H 1.05 -1.04 -0.62
H -2.81 -2.46 0.78
H -4.20 -1.41 0.96
H -3.32 -3.02 -2.27
F 1.74 0.19 0.80
C 2.10 -0.47 1.93
C 1.11 -0.82 2.83
C 1.47 -1.50 3.98
C 2.80 -1.80 4.23
C 3.78 -1.43 3.31
C 3.43 -0.76 2.15
H 0.08 -0.56 2.62
H 0.71 -1.79 4.69
H 3.08 -2.33 5.13
H 4.82 -1.67 3.50
H 4.17 -0.47 1.42
F -1.70 -2.70 4.24
C -2.59 -3.71 4.33
C -3.83 -3.46 4.89
C -4.75 -4.50 4.98
C -4.41 -5.77 4.52
C -3.16 -6.00 3.96
C -2.25 -4.96 3.86
H -4.07 -2.47 5.25
H -5.72 -4.32 5.41
H -5.13 -6.57 4.59
H -2.90 -6.98 3.60
H -1.27 -5.12 3.42
*
```

Atomic partial charges in e from the Mulliken method, atoms 1 to 5: C -1.035; C -0.662; C 0.494; C -1.072; C -0.766

---

Entry 4:
Here is 7 unconnected molecules or ions with the total composition C30H40FN2O21S at a distorted geometry from the Open Molecules 2025 dataset. Energies are from the ωB97M-V functional and the def2-TZVPD basis.

Output
Highest occupied orbital energy   -12.41 eV
Kohn-Sham gap   6.5219 eV
LUMO level   -5.884 eV
Electronic energy   -3354.09666 Eh

The geometry in ORCA input format:
```
! RIJCOSX wB97M-V def2-TZVPD def2/J DEFGRID3
* xyz 1 1
O 3.01 2.13 4.15
C 2.80 1.61 2.92
N 2.45 1.02 1.69
N 1.60 -0.04 2.09
C 0.16 0.39 2.44
C -0.95 -0.69 2.96
C -0.48 -2.26 3.11
C 1.09 -2.66 2.71
C 2.11 -1.46 2.21
S 3.92 -1.96 1.82
O 4.91 -0.77 2.11
O 3.97 -2.35 0.30
F 4.44 -3.25 2.85
H -0.14 1.53 2.31
H -2.03 -0.28 3.23
H -1.24 -3.11 3.47
H 1.43 -3.80 2.83
C 3.29 4.89 -2.08
C 1.90 4.28 -2.03
C 0.96 5.05 -1.15
O 0.04 4.05 -0.74
C 0.73 2.86 -0.76
O 0.33 1.82 -0.27
O 1.92 3.00 -1.41
H 3.88 4.40 -2.86
H 3.25 5.96 -2.31
H 3.82 4.74 -1.14
H 1.50 4.16 -3.04
H 0.44 5.85 -1.69
H 1.43 5.47 -0.25
C -4.58 5.71 -3.53
C -3.30 6.18 -2.88
C -3.30 7.65 -2.56
O -1.92 7.97 -2.60
C -1.34 7.09 -3.47
O -0.22 7.21 -3.92
O -2.20 6.07 -3.78
H -4.59 4.62 -3.59
H -5.46 6.03 -2.96
H -4.67 6.08 -4.56
H -3.07 5.58 -2.00
H -3.72 7.85 -1.57
H -3.82 8.26 -3.31
C 3.75 4.03 6.74
C 2.97 5.29 6.43
C 3.67 6.54 6.87
O 2.60 7.43 7.09
C 1.52 6.67 7.43
O 0.49 7.10 7.90
O 1.77 5.34 7.18
H 3.28 3.16 6.26
H 4.78 4.10 6.38
H 3.76 3.82 7.82
H 2.71 5.32 5.37
H 4.35 6.92 6.09
H 4.23 6.43 7.80
C 0.24 -5.45 -2.07
C 0.30 -5.29 -0.57
C 0.08 -6.57 0.18
O -0.46 -6.12 1.41
C -1.10 -4.94 1.15
O -1.85 -4.38 1.92
O -0.77 -4.48 -0.10
H 0.57 -4.53 -2.56
H 0.89 -6.27 -2.41
H -0.78 -5.64 -2.42
H 1.24 -4.81 -0.27
H 1.01 -7.12 0.33
H -0.65 -7.23 -0.30
C -3.99 -0.86 -3.26
C -4.74 0.43 -3.49
C -3.85 1.62 -3.67
O -4.66 2.69 -3.23
C -5.52 2.16 -2.32
O -6.23 2.82 -1.57
O -5.49 0.79 -2.34
H -4.67 -1.71 -3.30
H -3.21 -1.01 -4.02
H -3.52 -0.88 -2.27
H -5.44 0.32 -4.33
H -3.55 1.76 -4.72
H -2.95 1.59 -3.05
C 1.26 -10.68 -0.30
C 0.45 -10.43 -1.56
C 0.87 -11.29 -2.72
O 0.50 -10.50 -3.83
C 0.55 -9.20 -3.42
O 0.51 -8.23 -4.16
O 0.67 -9.12 -2.05
H 0.81 -10.16 0.55
H 1.31 -11.75 -0.07
H 2.28 -10.29 -0.40
H -0.62 -10.54 -1.35
H 0.35 -12.25 -2.73
H 1.95 -11.46 -2.76
*
```

Atomic partial charges in e from the Mulliken method, atoms 1 to 5: O -0.446; C 0.828; N -0.642; N 0.513; C 0.101

---

Entry 5:
Here is a gas-phase ion, C30H40N3 (charge +1) at a distorted geometry from the Open Molecules 2025 dataset. Energies are from the ωB97M-V functional and the def2-TZVPD basis.

Output
Highest occupied orbital energy   -9.57 eV
Kohn-Sham gap   7.6239 eV
LUMO level   -1.950 eV
Energy above the lowest of the compared OMol25 structures with the same formula, charge and spin   151.7 kJ/mol
Electronic energy   -1331.18900 Eh

The geometry in ORCA input format:
```
! RIJCOSX wB97M-V def2-TZVPD def2/J DEFGRID3
* xyz 1 1
C 0.07 -3.77 0.62
N 0.22 -2.33 1.10
C -0.97 -1.61 1.24
C -2.17 -2.54 1.57
C -2.07 -3.42 2.67
C -3.08 -4.30 3.02
C -4.36 -4.16 2.42
C -4.52 -3.22 1.37
C -3.38 -2.58 0.86
C -5.88 -2.95 0.83
C -7.00 -3.44 1.75
C -6.71 -4.83 2.25
N -5.41 -4.91 2.87
C -5.19 -6.12 3.63
C -4.06 -5.96 4.64
C -2.80 -5.40 3.99
C -1.36 -0.44 0.27
C -0.51 0.29 -0.58
C -0.89 1.46 -1.24
C -2.21 1.96 -1.11
C -3.10 1.25 -0.27
C -2.62 0.16 0.48
C -4.50 1.74 -0.12
C -4.93 2.69 -1.23
C -3.86 3.72 -1.53
N -2.59 3.09 -1.77
C -1.61 3.97 -2.37
C -0.48 3.19 -3.01
C 0.13 2.22 -2.01
C 0.97 -2.37 2.46
C 1.72 -1.05 2.52
C 2.04 -0.68 1.07
C 1.37 -1.77 0.23
H -0.39 -3.75 -0.38
H 1.09 -4.20 0.61
H -0.51 -4.35 1.34
H -0.85 -1.05 2.18
H -1.15 -3.49 3.26
H -3.48 -2.03 -0.09
H -5.98 -3.44 -0.15
H -6.00 -1.87 0.65
H -7.95 -3.45 1.22
H -7.10 -2.76 2.60
H -6.77 -5.56 1.42
H -7.44 -5.14 3.01
H -6.12 -6.35 4.15
H -4.97 -6.96 2.96
H -4.38 -5.28 5.44
H -3.84 -6.93 5.09
H -2.26 -6.22 3.48
H -2.13 -5.02 4.77
H 0.53 0.05 -0.73
H -3.28 -0.21 1.27
H -4.60 2.27 0.85
H -5.18 0.89 -0.08
H -5.85 3.22 -0.95
H -5.15 2.12 -2.14
H -3.78 4.42 -0.68
H -4.11 4.31 -2.42
H -1.21 4.67 -1.61
H -2.14 4.58 -3.12
H -0.87 2.64 -3.87
H 0.28 3.89 -3.37
H 0.79 1.52 -2.54
H 0.78 2.78 -1.32
H 0.29 -2.54 3.29
H 1.67 -3.22 2.38
H 1.10 -0.28 2.99
H 2.62 -1.17 3.12
H 1.73 0.33 0.80
H 3.12 -0.74 0.89
H 2.08 -2.60 0.17
H 1.02 -1.60 -0.79
*
```

Atomic partial charges in e from the Mulliken method, atoms 1 to 5: C -0.923; N 0.327; C 0.593; C 0.482; C -1.129